Entry 1:
{
  "formula": "C8H20FeO4",
  "method": "ωB97M-V with the def2-TZVPD basis set",
  "e_above_lowest_ev": 0.0000,
  "homo_lumo_gap_ev": [8.67, 8.54],
  "multiplicity": 6,
  "charge": -1,
  "lumo_energy_ha": [0.1365, 0.1354],
  "s2": 8.760,
  "symbols": ["Fe", "C", "C", "O", "H", "H", "H", "H", "H", "C", "C", "O", "H", "H", "H", "H", "H", "C", "C", "O", "H", "H", "H", "H", "H", "C", "C", "O", "H", "H", "H", "H", "H"],
  "xyz": [[0.398, 0.561, -0.007], [-0.920, 0.630, 3.196], [0.498, 1.130, 2.927], [1.056, 0.681, 1.750], [-0.945, -0.435, 3.449], [-1.546, 0.778, 2.317], [-1.331, 1.194, 4.041], [1.139, 0.969, 3.805], [0.372, 2.234, 2.859], [-0.944, -3.088, -1.635], [0.138, -2.456, -0.774], [-0.139, -1.173, -0.465], [-1.194, -2.474, -2.503], [-1.859, -3.189, -1.037], [-0.726, -4.103, -1.986], [1.129, -2.576, -1.269], [0.294, -3.133, 0.099], [-3.302, 0.997, 0.014], [-2.298, 2.109, -0.240], [-1.036, 1.639, -0.471], [-4.299, 1.439, 0.143], [-3.082, 0.472, 0.944], [-3.286, 0.283, -0.808], [-2.284, 2.776, 0.646], [-2.662, 2.741, -1.067], [3.651, 0.094, -2.420], [3.076, 0.433, -1.048], [1.831, 1.048, -1.132], [4.073, 0.942, -2.968], [2.930, -0.417, -3.061], [4.487, -0.611, -2.301], [3.802, 1.038, -0.481], [2.980, -0.535, -0.519]],
  "atomic_forces_ev_per_a": [[0.024, -0.111, -0.403], [0.256, -0.382, 0.315], [-0.684, 1.135, -0.489], [0.125, -0.457, 0.137], [0.034, 0.017, -0.060], [0.024, 0.119, 0.026], [-0.146, -0.059, -0.042], [0.104, -0.312, -0.106], [0.229, -0.071, 0.152], [-0.742, -0.188, 0.020], [1.206, -1.209, -0.198], [-0.387, 0.564, 0.453], [0.153, 0.076, 0.048], [0.021, 0.183, -0.069], [0.356, 0.068, 0.051], [-0.245, 0.270, -0.294], [-0.360, 0.371, 0.190], [-0.310, 0.248, 0.201], [0.014, 0.161, 0.662], [0.492, 0.063, -0.219], [-0.027, -0.164, -0.209], [0.141, -0.117, -0.106], [-0.107, -0.033, -0.007], [-0.169, -0.005, -0.055], [0.130, -0.114, -0.133], [0.694, -0.312, -0.196], [-0.518, -0.513, -0.110], [0.142, 0.205, 0.018], [-0.316, 0.166, 0.101], [-0.211, 0.169, 0.131], [-0.035, 0.073, 0.087], [-0.054, 0.026, -0.017], [0.164, 0.134, 0.120]],
  "lowdin_charge": [1.02, -0.10, -0.43, -0.34, 0.07, 0.03, 0.06, 0.09, 0.10, -0.12, -0.46, -0.32, 0.07, 0.06, 0.06, 0.10, 0.10, -0.10, -0.44, -0.33, 0.06, 0.05, 0.07, 0.10, 0.10, -0.12, -0.42, -0.34, 0.06, 0.06, 0.06, 0.10, 0.10]
}


Entry 2:
{
  "formula": "C5H8O",
  "method": "ωB97M-V with the def2-TZVPD basis set",
  "e_above_lowest_ev": 2.1483,
  "homo_lumo_gap_ev": 10.25,
  "multiplicity": 1,
  "lumo_energy_ha": 0.0371,
  "symbols": ["O", "C", "C", "C", "C", "C", "H", "H", "H", "H", "H", "H", "H", "H"],
  "xyz": [[-2.210, 0.764, -0.040], [-0.944, 0.168, -0.336], [0.158, 1.107, 0.121], [1.419, 0.309, 0.119], [1.212, -1.002, 0.119], [-0.246, -1.402, 0.061], [-2.066, 1.704, 0.172], [-0.974, -0.009, -1.413], [-0.096, 1.369, 1.161], [0.228, 2.049, -0.439], [2.388, 0.786, 0.184], [2.034, -1.702, 0.280], [-0.526, -1.952, -0.835], [-0.376, -2.189, 0.844]],
  "atomic_forces_ev_per_a": [[0.067, -0.740, 0.595], [0.714, -0.650, 0.061], [0.027, 0.012, 0.061], [0.145, -0.040, 0.077], [-0.041, 0.272, -0.087], [-0.455, 0.693, -0.295], [0.043, -0.741, 0.002], [0.362, 0.290, -0.024], [0.140, 0.138, -0.078], [-0.141, -0.265, -0.110], [0.033, -0.095, 0.082], [-0.375, -0.048, -0.296], [0.353, -0.124, -0.203], [-0.873, 1.297, 0.214]],
  "lowdin_charge": [-0.05, -0.28, -0.19, -0.12, -0.13, -0.07, 0.09, 0.13, 0.13, 0.12, 0.10, 0.10, 0.08, 0.10]
}